# 1
Here is C6H10O3S in the gas phase from the OMol25 dataset. Energies are from wB97M-V/def2-TZVPD.

Calculated values
total energy	-858.269263	hartree
HOMO-LUMO gap (spin up / spin down)	7.9 / 7.5	eV
lowest unoccupied orbital energy (spin up / spin down)	-0.6 / -0.8	eV
energy above the lowest of the compared OMol25 structures with the same formula, charge and spin	576.8	kJ/mol

CARTESIAN COORDINATES (ANGSTROEM)
1 C -1.343 -1.776 -0.535
2 C -1.936 -0.778 -0.059
3 C -0.827 0.632 0.184
4 C 0.799 -0.100 -1.102
5 C -3.274 -0.318 0.403
6 C 3.001 1.114 0.353
7 O 2.931 -1.344 -0.458
8 O 1.375 -0.694 1.285
9 O -0.073 0.847 -0.865
10 S 2.005 -0.423 0.046
11 H -0.675 -2.567 -0.945
12 H -1.262 1.657 0.467
13 H -0.365 0.153 1.034
14 H 1.175 0.047 -2.036
15 H -3.696 0.467 -0.300
16 H -3.398 0.005 1.410
17 H -3.970 -1.120 0.277
18 H 2.328 1.856 0.563
19 H 3.860 0.984 0.924
20 H 3.347 1.357 -0.647

Atomic partial charges in e from the Mulliken method, atoms 1 to 5: C -0.149; C 0.370; C -0.363; C -0.495; C -1.376

***

# 2
Here is 2 unconnected molecules or ions with the total composition C6H10O4 from the OMol25 dataset. Energies are from wB97M-V/def2-TZVPD.

Calculated values
total energy	-535.293529	hartree
HOMO-LUMO gap	8.2	eV
lowest unoccupied orbital energy	-0.8	eV
energy above the lowest of the compared OMol25 structures with the same formula, charge and spin	794.4	kJ/mol

CARTESIAN COORDINATES (ANGSTROEM)
1 C 1.233 -0.869 0.118
2 C 0.281 -1.045 -0.899
3 C -0.699 -0.362 -1.349
4 C -1.190 0.696 -0.483
5 C -0.103 1.266 0.630
6 C 0.355 -0.211 1.195
7 H 2.546 0.144 -1.632
8 H 1.758 -1.890 0.541
9 H 0.266 -1.865 -1.666
10 H -1.596 -0.924 -1.971
11 H -1.415 1.686 -0.793
12 H -3.116 0.609 0.372
13 H -0.356 1.814 1.649
14 H 1.788 1.503 -0.149
15 H 1.022 -0.089 2.181
16 H -1.153 -1.118 0.746
17 O 2.487 -0.219 -0.197
18 O -2.419 0.112 -0.090
19 O 1.014 1.946 0.138
20 O -0.704 -1.186 1.661

Atomic partial charges in e from the Mulliken method, atoms 1 to 5: C 0.557; C -0.741; C -0.212; C -0.444; C 0.202

***

# 3
Here is a molecular structure, C6H10O5Rb from the OMol25 dataset. Energies are from wB97M-V/def2-TZVPD.

Calculated values
total energy	-634.875607	hartree
HOMO-LUMO gap	4.0	eV
lowest unoccupied orbital energy	1.5	eV
energy above the lowest of the compared OMol25 structures with the same formula, charge and spin	0.0	kJ/mol
total charge	-1

CARTESIAN COORDINATES (ANGSTROEM)
1 Rb -0.358 -2.894 1.546
2 O -1.700 -3.559 -0.979
3 C -0.782 -3.086 -1.919
4 C -0.120 -1.671 -1.862
5 O 0.684 -1.227 -0.805
6 H -1.205 -3.243 -2.939
7 H 0.038 -3.851 -1.982
8 H -0.987 -0.978 -2.018
9 H 0.420 -1.513 -2.819
10 C 0.564 0.890 2.465
11 C 0.870 1.592 1.169
12 C -0.075 1.225 -0.015
13 O -0.483 2.507 -0.494
14 C -0.085 3.484 0.322
15 O -0.327 4.644 0.176
16 O 0.683 2.997 1.320
17 H -0.380 1.233 2.899
18 H 1.330 1.008 3.234
19 H 0.471 -0.168 2.260
20 H 1.893 1.336 0.883
21 H -0.926 0.629 0.311
22 H 0.475 0.645 -0.754

Atomic partial charges in e from the Mulliken method, atoms 1 to 5: Rb 0.874; O -0.929; C -0.606; C -0.123; O -0.903

***

# 4
Here is a molecular structure, C6H10O6Rb from the OMol25 dataset. Energies are from wB97M-V/def2-TZVPD.

Calculated values
total energy	-709.999443	hartree
HOMO-LUMO gap	8.5	eV
lowest unoccupied orbital energy	-4.2	eV
total charge	+1

CARTESIAN COORDINATES (ANGSTROEM)
1 O -1.631 -1.398 0.769
2 C -0.620 -1.050 0.225
3 O -0.416 0.037 -0.515
4 C -1.421 1.083 -0.563
5 C -0.809 2.426 -0.226
6 C -0.129 2.528 1.141
7 C -0.911 1.973 2.313
8 O -2.186 2.624 2.387
9 C -3.020 2.186 3.311
10 O -2.804 1.292 4.095
11 O -4.139 2.897 3.252
12 H -2.224 0.802 0.126
13 H -1.813 1.077 -1.586
14 H -1.632 3.152 -0.296
15 H -0.085 2.706 -1.004
16 H 0.122 3.582 1.329
17 H 0.828 1.985 1.125
18 H -0.368 2.148 3.251
19 H -1.083 0.892 2.222
20 H -4.736 2.609 3.954
21 Rb 2.826 -1.498 -2.503
22 O 0.334 -1.917 -0.122
23 H 0.002 -2.824 0.125

Atomic partial charges in e from the Mulliken method, atoms 1 to 5: O -0.504; C 0.666; O -0.348; C -0.575; C -0.570

***

# 5
Here is C6H10OS in the gas phase from the OMol25 dataset. Energies are from wB97M-V/def2-TZVPD.

Calculated values
total energy	-707.972868	hartree
HOMO-LUMO gap	9.5	eV
lowest unoccupied orbital energy	0.9	eV
energy above the lowest of the compared OMol25 structures with the same formula, charge and spin	203.3	kJ/mol
structure (SMILES)	C1CC2(C1)COCS2

CARTESIAN COORDINATES (ANGSTROEM)
1 C 2.061 -0.417 0.302
2 C 0.841 0.059 1.134
3 C 0.053 -0.092 -0.126
4 C 1.240 -0.247 -1.041
5 C -0.846 1.080 -0.542
6 O -2.000 0.848 0.230
7 C -2.419 -0.491 0.204
8 S -0.975 -1.619 -0.130
9 H 2.350 -1.483 0.482
10 H 2.881 0.278 0.534
11 H 0.790 1.097 1.457
12 H 0.636 -0.448 2.136
13 H 1.242 -0.971 -1.824
14 H 1.515 0.659 -1.548
15 H -0.922 1.016 -1.659
16 H -0.404 2.034 -0.286
17 H -3.163 -0.642 -0.557
18 H -2.879 -0.660 1.233

Atomic partial charges in e from the Mulliken method, atoms 1 to 5: C -0.329; C -0.843; C 1.148; C -1.239; C -0.851

***

# 6
Here is C6H10OS in the gas phase from the OMol25 dataset. Energies are from wB97M-V/def2-TZVPD.

Calculated values
total energy	-708.017487	hartree
HOMO-LUMO gap	9.3	eV
lowest unoccupied orbital energy	0.9	eV
energy above the lowest of the compared OMol25 structures with the same formula, charge and spin	86.1	kJ/mol
structure (SMILES)	C1C[C@]2(CCSC2)O1

CARTESIAN COORDINATES (ANGSTROEM)
1 C -2.007 -0.146 -0.746
2 C -1.495 -0.445 0.668
3 C -0.102 -0.204 0.063
4 C 0.650 1.047 0.483
5 C 1.907 1.055 -0.361
6 S 2.525 -0.668 -0.371
7 C 0.894 -1.358 0.096
8 O -0.671 -0.026 -1.248
9 H -2.538 0.786 -0.847
10 H -2.574 -0.937 -1.229
11 H -1.676 -1.464 1.017
12 H -1.786 0.266 1.458
13 H 0.047 1.952 0.315
14 H 0.897 0.980 1.542
15 H 2.683 1.712 0.045
16 H 1.681 1.376 -1.381
17 H 0.597 -2.127 -0.625
18 H 0.970 -1.798 1.122

Atomic partial charges in e from the Mulliken method, atoms 1 to 5: C -0.465; C -0.742; C 1.116; C -0.868; C -0.653

***

# 7
Here is a molecular structure, C6H10OS from the OMol25 dataset. Energies are from wB97M-V/def2-TZVPD.

Calculated values
total energy	-707.827460	hartree
HOMO-LUMO gap	9.3	eV
lowest unoccupied orbital energy	0.5	eV
energy above the lowest of the compared OMol25 structures with the same formula, charge and spin	585.0	kJ/mol

CARTESIAN COORDINATES (ANGSTROEM)
1 C -2.764 -0.315 0.315
2 C -1.594 -1.098 -0.207
3 C -0.322 -0.841 0.150
4 C 0.658 -1.633 -0.538
5 C 1.909 0.059 0.646
6 C 0.418 0.465 0.705
7 H -3.312 -1.429 0.685
8 H -2.481 0.404 1.451
9 H -3.259 0.253 -0.576
10 H -1.890 -2.008 -0.511
11 H 0.494 -1.869 -1.517
12 H 0.624 -2.677 -0.075
13 H 2.500 0.914 0.373
14 H 2.039 -0.078 1.895
15 H -0.314 0.619 1.663
16 H 0.054 3.106 0.551
17 O 2.058 -1.063 -0.266
18 S -0.047 1.966 -0.515

Atomic partial charges in e from the Mulliken method, atoms 1 to 5: C -0.620; C -0.679; C 0.339; C -0.712; C -0.428

***

# 8
Here is a molecular structure, C6H10OS from the OMol25 dataset. Energies are from wB97M-V/def2-TZVPD.

Calculated values
total energy	-707.953040	hartree
HOMO-LUMO gap	10.1	eV
lowest unoccupied orbital energy	0.8	eV
energy above the lowest of the compared OMol25 structures with the same formula, charge and spin	255.3	kJ/mol

CARTESIAN COORDINATES (ANGSTROEM)
1 C 1.948 -0.037 -0.616
2 C 0.552 0.234 -0.056
3 C -0.100 -1.043 0.296
4 C -1.389 -0.583 1.045
5 C -1.725 0.501 -0.051
6 C -0.595 0.234 -1.034
7 H 2.465 0.913 -0.918
8 H 2.684 -0.543 0.023
9 H 1.921 -0.617 -1.694
10 H 2.033 1.251 1.260
11 H 0.387 -1.910 0.606
12 H -2.219 -1.374 1.041
13 H -1.155 -0.064 2.033
14 H -1.748 1.548 0.436
15 H -2.627 0.207 -0.546
16 H -0.539 0.889 -1.917
17 O -0.583 -1.125 -1.160
18 S 0.689 1.520 1.253

Atomic partial charges in e from the Mulliken method, atoms 1 to 5: C -1.812; C 0.996; C -0.362; C -0.625; C -0.998

***

# 9
Here is C6H10S in the gas phase from the OMol25 dataset. Energies are from wB97M-V/def2-TZVPD.

Calculated values
total energy	-632.462244	hartree
HOMO-LUMO gap (spin up / spin down)	5.9 / 7.7	eV
lowest unoccupied orbital energy (spin up / spin down)	-1.2 / 0.2	eV
energy above the lowest of the compared OMol25 structures with the same formula, charge and spin	911.7	kJ/mol

CARTESIAN COORDINATES (ANGSTROEM)
1 C 0.430 -1.196 0.197
2 C 2.837 0.227 0.539
3 C -0.686 -1.456 -0.738
4 C -1.530 0.510 0.632
5 C -0.953 1.413 -0.385
6 C -0.942 -0.916 0.624
7 S 1.414 0.145 -0.413
8 H 3.429 1.272 0.542
9 H 2.598 0.083 1.546
10 H -0.792 -0.956 -1.704
11 H -1.067 -2.388 -0.962
12 H -1.273 1.137 1.602
13 H -2.547 0.476 0.390
14 H -0.797 1.071 -1.370
15 H -0.699 2.472 -0.345
16 H -1.313 -1.429 1.484
17 H 1.890 -0.467 -1.639

Atomic partial charges in e from the Mulliken method, atoms 1 to 5: C -0.080; C -0.716; C -0.839; C -0.138; C -1.330

***

# 10
Here is 2 unconnected molecules or ions with the total composition C6H10S from the OMol25 dataset. Energies are from wB97M-V/def2-TZVPD.

Calculated values
total energy	-632.504909	hartree
HOMO-LUMO gap (spin up / spin down)	7.5 / 6.2	eV
lowest unoccupied orbital energy (spin up / spin down)	0.6 / -1.5	eV
spin multiplicity	3
energy above the lowest of the compared OMol25 structures with the same formula, charge and spin	340.4	kJ/mol

CARTESIAN COORDINATES (ANGSTROEM)
1 C 2.368 -0.722 0.216
2 C 0.564 1.318 0.048
3 C 1.108 -1.528 0.326
4 C -0.058 -0.980 -0.498
5 C -0.405 0.443 -0.086
6 C -1.845 0.765 0.122
7 S 2.247 0.933 -0.226
8 H 3.046 -0.818 1.055
9 H -0.113 3.469 0.769
10 H 1.322 -2.549 -0.011
11 H 0.789 -1.608 1.374
12 H 0.214 -0.976 -1.559
13 H -0.930 -1.623 -0.374
14 H -2.419 0.508 -0.769
15 H -1.954 1.826 0.332
16 H -2.243 0.189 0.958
17 H 2.019 0.802 -1.578

Atomic partial charges in e from the Mulliken method, atoms 1 to 5: C -0.525; C -0.721; C -0.235; C -0.993; C 1.118

***

# 11
Here is a molecular structure, C6H10Se from the OMol25 dataset. Energies are from wB97M-V/def2-TZVPD.

Calculated values
total energy	-2635.795270	hartree
HOMO-LUMO gap (spin up / spin down)	5.5 / 6.1	eV
lowest unoccupied orbital energy (spin up / spin down)	0.8 / -2.2	eV
spin multiplicity	3
energy above the lowest of the compared OMol25 structures with the same formula, charge and spin	136.0	kJ/mol

CARTESIAN COORDINATES (ANGSTROEM)
1 C -1.294 -1.268 -0.335
2 C -0.192 -2.080 -0.479
3 C -1.087 0.146 -0.410
4 C 1.134 -1.635 -0.506
5 C 0.169 0.843 1.036
6 C 0.460 2.215 0.465
7 Se 1.621 -0.346 1.122
8 H -2.329 -1.554 -0.223
9 H -0.442 -3.163 -0.327
10 H -0.349 0.414 -1.293
11 H -1.867 0.913 -0.425
12 H 1.906 -2.416 -0.717
13 H 1.195 -0.642 -1.066
14 H -0.361 0.769 1.942
15 H 0.865 2.432 -0.466
16 H 1.142 2.657 1.306
17 H -0.571 2.716 0.376

Atomic partial charges in e from the Mulliken method, atoms 1 to 5: C -0.496; C -0.015; C -0.721; C -0.878; C -0.246

***

# 12
Here is a molecular structure, C6H11Br2N2 from the OMol25 dataset. Energies are from wB97M-V/def2-TZVPD.

Calculated values
total energy	-5492.257642	hartree
HOMO-LUMO gap (spin up / spin down)	7.0 / 5.1	eV
lowest unoccupied orbital energy (spin up / spin down)	-3.0 / -8.2	eV
spin multiplicity	3
total charge	+1

CARTESIAN COORDINATES (ANGSTROEM)
1 C 0.654 -1.488 0.045
2 C 1.547 0.713 0.212
3 C -0.284 -0.069 1.595
4 C -0.264 -1.048 -1.135
5 C 0.489 1.288 -0.831
6 C -1.428 0.328 0.563
7 N 0.955 -0.448 0.914
8 N -0.741 0.359 -0.792
9 Br -2.041 2.232 0.816
10 Br -3.059 -0.731 0.330
11 H 0.400 -2.329 0.663
12 H 1.634 -1.687 -0.196
13 H 2.345 0.267 -0.300
14 H 1.950 1.518 0.740
15 H -0.220 0.630 2.343
16 H -0.517 -1.038 2.253
17 H 0.488 -0.988 -1.861
18 H -1.193 -1.709 -1.389
19 H -0.091 2.219 -0.569
20 H 0.803 1.324 -1.847
21 H -1.427 0.658 -1.555

Atomic partial charges in e from the Mulliken method, atoms 1 to 5: C -0.889; C -0.511; C -0.759; C -0.486; C -0.426